# C31H40AsBaN5O3S

A structure of composition C31H40AsBaN5O3S (the ωB97M-V functional and the def2-TZVPD basis, the OMol25 dataset).

CARTESIAN COORDINATES (ANGSTROEM)
1 Ba 0.400 0.463 -0.127
2 C -0.912 3.228 2.334
3 N 0.167 2.996 1.382
4 C 1.467 2.855 2.045
5 C 1.533 1.719 3.082
6 C 2.685 0.747 2.828
7 N 2.325 -0.187 1.767
8 C 2.561 -1.422 1.986
9 C 2.299 -2.558 1.116
10 C 2.285 -3.819 1.739
11 C 2.054 -4.982 1.046
12 C 1.867 -4.903 -0.341
13 C 1.901 -3.695 -0.991
14 C 2.092 -2.468 -0.298
15 O 2.076 -1.349 -0.939
16 C 0.261 4.081 0.401
17 C -1.016 4.405 -0.374
18 C -1.509 3.346 -1.363
19 N -1.854 2.090 -0.720
20 C -3.094 1.869 -0.493
21 C -3.691 0.757 0.208
22 C -5.083 0.601 0.054
23 C -5.781 -0.411 0.662
24 C -5.075 -1.292 1.499
25 C -3.728 -1.154 1.706
26 C -2.960 -0.136 1.066
27 O -1.701 -0.046 1.265
28 H -0.828 4.220 2.808
29 H -0.902 2.468 3.110
30 H -1.875 3.149 1.835
31 H 1.754 3.809 2.520
32 H 2.200 2.668 1.253
33 H 0.612 1.130 3.060
34 H 1.616 2.131 4.088
35 H 2.938 0.203 3.746
36 H 3.575 1.308 2.523
37 H 3.001 -1.706 2.954
38 H 2.456 -3.860 2.810
39 H 2.031 -5.936 1.556
40 H 1.691 -5.808 -0.910
41 H 1.743 -3.633 -2.061
42 H 1.061 3.823 -0.301
43 H 0.577 5.006 0.917
44 H -0.806 5.313 -0.946
45 H -1.828 4.659 0.311
46 H -0.710 3.169 -2.096
47 H -2.372 3.757 -1.908
48 H -3.829 2.600 -0.872
49 H -5.607 1.307 -0.583
50 H -6.847 -0.520 0.515
51 H -5.607 -2.096 1.996
52 H -3.189 -1.836 2.352
53 C 5.037 2.533 -2.390
54 As 3.832 1.159 -1.777
55 C 3.439 0.070 -3.303
56 C 4.855 0.127 -0.523
57 O 2.486 1.877 -1.130
58 H 5.919 2.081 -2.843
59 H 5.334 3.139 -1.535
60 H 4.529 3.163 -3.116
61 H 4.366 -0.322 -3.721
62 H 2.930 0.684 -4.044
63 H 2.800 -0.742 -2.958
64 H 5.862 -0.019 -0.914
65 H 4.351 -0.822 -0.361
66 H 4.893 0.685 0.411
67 N -2.210 0.347 -3.428
68 C -2.413 -0.761 -2.643
69 N -1.585 -1.161 -1.739
70 C -2.054 -2.326 -1.135
71 C -1.409 -3.030 -0.122
72 C -1.997 -4.175 0.379
73 C -3.221 -4.632 -0.113
74 C -3.874 -3.948 -1.123
75 C -3.277 -2.801 -1.622
76 S -3.853 -1.728 -2.867
77 H -1.680 1.065 -2.954
78 H -3.034 0.713 -3.878
79 H -0.460 -2.689 0.270
80 H -1.496 -4.724 1.165
81 H -3.667 -5.528 0.301
82 H -4.827 -4.292 -1.504

orbital gap	0.2565	Ha
HOMO	-6.82	eV
ΔE to the lowest compared entry with this formula, charge and spin	0.00	kJ/mol
largest force on an atom	0.471	eV/A
charge	0